Entry from the OMol25 dataset: 2 unconnected molecules or ions with the total composition C2H9NS2 in a non-equilibrium geometry (ωB97M-V with the def2-TZVPD basis set).

XYZ file:
```
14
Properties=species:S:1:pos:R:3:forces:R:3:lowdin_charge:R:1
S 0.808980 0.798955 6.368755 -0.662 -0.015 -1.933 0.570
S 0.802757 -0.189470 4.514796 -0.577 2.063 0.452 0.524
H 1.869294 0.240297 6.984614 0.119 -0.578 -0.398 -0.106
H 0.042751 0.802945 3.680780 1.098 -1.469 1.842 0.011
C 0.582010 0.681282 -1.813150 0.029 0.711 -1.308 -0.154
N -0.907980 0.262300 -1.798383 0.727 -0.117 -0.050 -0.205
C -1.124804 -1.105182 -2.383076 -1.111 -1.364 2.701 -0.176
H 0.984006 1.830335 -1.472998 -1.975 -3.176 -0.929 0.125
H 1.181916 -0.039364 -1.214683 -0.604 0.430 -0.315 0.047
H 0.825330 0.508905 -2.905870 0.717 0.583 1.198 0.066
H -1.424579 0.828549 -2.471025 0.376 0.510 0.502 0.074
H -1.033627 -1.235285 -3.433765 0.028 0.521 -1.227 0.042
H -2.202325 -1.520552 -2.068971 2.297 1.132 -0.664 0.112
H -0.403729 -1.863715 -1.987024 -0.462 0.769 0.129 0.069
```
Forces are in eV/Å.

Computed properties:
**E_LUMO (spin up / spin down)**: -6.1 / -9.1 eV
**Net charge**: +1
**Expectation value of S²**: 0.75
**2S+1**: 2



Entry from the OMol25 dataset: 3 unconnected molecules or ions with the total composition C2H9O2S in a non-equilibrium geometry (ωB97M-V with the def2-TZVPD basis set).

XYZ file:
```
14
Properties=species:S:1:pos:R:3:forces:R:3:lowdin_charge:R:1
C -0.278902 2.578447 0.177096 -2.735 -2.109 1.285 -0.240
C 0.350950 1.245617 0.684812 -0.132 0.186 0.985 -0.804
S 0.648971 0.081206 -0.670738 -0.338 -0.307 0.028 0.288
H -1.302026 2.356625 -0.275891 0.871 0.018 0.932 0.068
H 0.111668 3.104263 -0.619850 1.998 0.636 -1.646 0.007
H -0.410704 3.281114 0.984216 -0.201 0.377 0.539 0.034
H -0.213629 0.813184 1.606603 0.098 0.627 -1.768 0.064
H 1.296485 1.430879 1.198317 0.328 0.431 -0.319 0.009
H -2.350424 -1.987179 0.354143 1.761 -1.105 -0.749 0.045
H -1.011782 -1.454268 -0.089611 0.685 -0.384 -0.394 -0.102
O -1.461442 -2.332416 0.005677 -2.301 1.424 1.013 -0.183
H 1.160929 -3.652768 -1.374222 -2.261 -1.343 -0.583 -0.037
H 1.543904 -2.285444 -0.823793 0.785 -1.500 -0.588 -0.030
O 1.916007 -3.179255 -1.156764 1.444 3.049 1.264 -0.119
```
Forces are in eV/Å.

Computed properties:
**E_LUMO**: 4.0 eV
**Net charge**: -1



Entry from the OMol25 dataset: 3 unconnected molecules or ions with the total composition C2H9O3 in a non-equilibrium geometry (ωB97M-V with the def2-TZVPD basis set).

XYZ file:
```
14
Properties=species:S:1:pos:R:3:forces:R:3:lowdin_charge:R:1
C 1.400831 0.260653 0.292152 0.507 1.708 -0.094 -0.542
O 0.101312 -0.122292 0.435876 0.471 -0.049 -0.427 -0.340
C 2.306406 -0.553635 1.238106 1.377 -1.000 -1.025 -0.152
H 1.790415 0.339650 -0.812287 -0.370 -0.742 1.316 0.101
H 1.594721 1.377032 0.603513 -0.378 -1.134 -0.096 0.091
H 2.654075 -1.605038 0.829479 -0.970 1.900 0.887 0.087
H 3.212945 -0.003800 1.547407 0.039 -0.119 -0.439 0.037
H 1.728950 -0.609361 2.146659 -0.285 -0.643 0.296 0.040
H -2.012259 0.496156 0.565802 -0.431 0.287 -0.395 0.019
H -2.768425 -0.194063 -0.476247 0.068 -0.416 -0.865 -0.007
O -2.891939 0.538595 0.114839 0.643 0.230 1.225 -0.108
H -0.278095 0.621182 -1.699576 0.042 2.196 -0.745 -0.032
H -0.253601 -0.464631 -1.001844 -1.197 -0.758 0.115 -0.010
O -0.698392 -0.191207 -1.911272 0.485 -1.460 0.249 -0.184
```
Forces are in eV/Å.

Computed properties:
**E_LUMO**: 4.4 eV
**Net charge**: -1



Entry from the OMol25 dataset: 2 unconnected molecules or ions with the total composition C2H9OS in a non-equilibrium geometry (ωB97M-V with the def2-TZVPD basis set).

XYZ file:
```
13
Properties=species:S:1:pos:R:3:forces:R:3:lowdin_charge:R:1
O 1.272772 2.307803 -0.583574 1.070 -0.984 -0.909 -0.046
H 2.207720 2.578371 -0.634627 -0.477 -0.057 -0.050 0.090
H 0.889366 2.857715 0.082615 -0.459 0.574 0.784 0.059
H 1.201399 0.348343 -0.645561 1.445 -0.385 0.525 0.036
C -1.069029 0.296218 -0.547800 0.516 -0.730 1.608 -0.242
S 0.462564 -0.637258 -0.020381 -2.381 2.313 -1.861 0.977
C -0.155282 -2.071267 0.863540 0.626 -1.655 1.214 -0.243
H -1.776792 -0.462253 -0.861574 -0.233 0.284 -0.074 0.055
H -1.286434 0.765235 0.409929 -0.884 0.116 -0.343 0.052
H -0.869223 1.063632 -1.281909 0.342 -0.227 -0.283 0.052
H -1.236374 -2.180858 0.750190 0.154 0.624 -0.692 0.084
H 0.031478 -1.866840 1.906789 0.176 -0.088 0.229 0.057
H 0.327836 -2.998841 0.562363 0.105 0.215 -0.149 0.070
```
Forces are in eV/Å.

Computed properties:
**E_LUMO**: -5.7 eV
**Net charge**: +1



Entry from the OMol25 dataset: a molecular structure, C2H9OS in a non-equilibrium geometry (ωB97M-V with the def2-TZVPD basis set).

XYZ file:
```
13
Properties=species:S:1:pos:R:3:forces:R:3:lowdin_charge:R:1
O -1.258723 -0.585131 2.474926 -0.581 -1.876 3.075 -0.110
H -1.146887 -1.005335 3.430252 0.071 1.454 -2.806 0.130
H 1.422625 1.621827 -3.837896 -1.308 -0.283 1.633 0.058
H -2.190871 -0.856112 2.339745 0.545 0.404 -0.298 0.060
C -0.105117 0.853682 -0.216999 -0.610 -0.528 0.947 -0.103
C 0.519575 -0.479783 0.122329 -1.330 3.202 1.035 -0.470
S 0.960631 -1.451484 -1.055516 0.821 -1.576 -0.339 1.103
H -1.179112 0.676627 -0.364204 -0.170 -0.320 0.405 0.116
H 0.143296 1.159857 -1.204870 0.728 0.660 -0.645 0.018
H -0.074795 1.648363 0.577841 0.457 -0.986 -0.808 0.130
H 0.912642 1.519583 -3.212352 1.321 0.284 -1.674 0.006
H 0.578137 -0.647890 1.190676 0.200 -0.618 -0.033 0.079
H 1.418595 -2.454210 -0.243930 -0.144 0.184 -0.491 -0.015
```
Forces are in eV/Å.

Computed properties:
**E_LUMO**: -6.1 eV
**Net charge**: +1



Entry from the OMol25 dataset: 2 unconnected molecules or ions with the total composition C2H9OS in a non-equilibrium geometry (ωB97M-V with the def2-TZVPD basis set).

XYZ file:
```
13
Properties=species:S:1:pos:R:3:forces:R:3:lowdin_charge:R:1
O -0.172063 1.149841 1.935132 -0.986 -0.682 -0.228 0.030
H 0.484759 1.546355 2.566135 -0.255 0.231 -0.949 0.170
H -1.027518 1.106401 2.414989 0.372 0.210 0.080 0.139
H -0.680945 1.076245 0.467763 0.387 0.722 1.005 0.117
C 0.712541 0.191379 -1.676681 -1.178 3.017 -2.733 -0.182
S -0.881936 0.193160 -0.757225 2.900 -0.921 0.340 1.329
C -0.440499 -1.329573 0.079998 -0.015 0.927 -2.345 -0.161
H 0.822706 1.250618 -2.110676 -0.154 -1.597 0.411 0.120
H 1.584194 -0.004211 -1.079344 0.157 -0.465 1.015 0.100
H 0.613168 -0.543586 -2.515271 -0.059 0.398 0.623 0.122
H -1.271488 -1.808288 0.383646 -2.884 -1.855 1.442 0.057
H 0.104375 -0.921652 0.872717 1.178 0.676 1.880 0.070
H 0.152710 -1.906684 -0.581178 0.537 -0.661 -0.541 0.088
```
Forces are in eV/Å.

Computed properties:
**E_LUMO (spin up / spin down)**: -9.6 / -16.1 eV
**Net charge**: +2
**Expectation value of S²**: 0.76
**2S+1**: 2



Entry from the OMol25 dataset: a molecular structure, C2HBr2FO in a non-equilibrium geometry (ωB97M-V with the def2-TZVPD basis set).

XYZ file:
```
7
Properties=species:S:1:pos:R:3:forces:R:3:lowdin_charge:R:1
C 0.917196 0.261346 0.024179 -0.722 -1.022 1.430 -0.430
C -0.457261 -0.386909 0.313482 1.839 -1.633 -0.037 -0.912
O 1.546566 0.940284 0.778827 -0.290 0.673 1.208 0.050
F -1.041953 -0.508808 1.520764 1.015 0.488 -1.105 -0.021
Br -1.562774 1.512536 -0.871462 -1.109 1.238 -0.882 0.513
Br -0.810029 -1.907352 -0.848181 -0.026 0.968 0.608 0.699
H 1.408253 0.088901 -0.917610 -0.707 -0.712 -1.221 0.101
```
Forces are in eV/Å.

Computed properties:
**E_LUMO (spin up / spin down)**: 0.3 / -4.3 eV
**Net charge**: 0
**Expectation value of S²**: 2.01
**2S+1**: 3



Entry from the OMol25 dataset: 2 unconnected molecules or ions with the total composition C2HBr3N2O5 in a non-equilibrium geometry (ωB97M-V with the def2-TZVPD basis set).

XYZ file:
```
13
Properties=species:S:1:pos:R:3:forces:R:3:lowdin_charge:R:1
C 1.066087 -0.254422 0.229263 1.689 3.276 -0.729 -0.813
C 1.300942 0.709724 -1.843137 -0.646 -0.862 2.266 -1.077
N 1.068826 -1.533240 -0.298462 -0.162 -2.765 -0.894 -0.457
N 1.594553 2.140079 -1.458854 1.553 1.064 1.212 -0.478
O 2.065752 -2.023929 -0.795641 -0.592 -0.008 0.603 -0.044
O -0.041027 -2.062327 -0.226118 -0.251 -0.862 -0.672 0.049
O 2.532320 2.329645 -0.666828 -1.009 -0.891 -1.399 -0.065
O 0.943105 3.050544 -1.894291 -0.861 -0.480 -0.508 0.068
O -0.072180 0.105658 0.751703 -0.347 0.199 0.132 0.030
Br 2.704943 0.137751 1.080731 -0.575 -0.110 0.476 0.958
Br -0.469712 0.391013 -2.466037 0.717 0.387 -0.211 0.812
Br 2.751289 -0.130532 -2.655027 -0.216 0.586 -0.435 0.882
H -0.736638 -0.602964 0.495304 0.701 0.467 0.159 0.136
```
Forces are in eV/Å.

Computed properties:
**E_LUMO (spin up / spin down)**: -2.1 / -2.1 eV
**Net charge**: 0



Entry from the OMol25 dataset: a molecular structure, C2HBr4N3 in a non-equilibrium geometry (ωB97M-V with the def2-TZVPD basis set).

XYZ file:
```
10
Properties=species:S:1:pos:R:3:forces:R:3:lowdin_charge:R:1
C 0.074754 -0.791823 -0.692647 -0.709 1.346 -1.418 -1.295
C 0.258090 -0.054792 0.617617 1.215 1.248 -0.364 -1.246
N -0.898227 0.475890 -1.566335 1.992 -3.422 -0.344 0.069
N -0.901073 1.392495 -0.817112 -2.189 2.482 0.479 -0.097
N -0.359333 1.295594 0.358744 2.510 -2.946 1.924 -0.081
Br 1.683249 -0.991224 -1.715309 -0.404 -0.082 -0.269 0.653
Br -0.933199 -2.413134 -0.674746 0.050 0.190 -0.312 0.657
Br -0.469837 -0.962799 2.107868 -0.345 0.216 0.800 0.700
Br 2.219535 0.390306 1.147025 -1.293 -0.299 -0.188 0.530
H -0.673959 1.659487 1.234894 -0.827 1.268 -0.309 0.111
```
Forces are in eV/Å.

Computed properties:
**E_LUMO**: -0.6 eV
**Net charge**: 0



Entry from the OMol25 dataset: 2 unconnected molecules or ions with the total composition C2HBrClF2NO2 in a non-equilibrium geometry (ωB97M-V with the def2-TZVPD basis set).

XYZ file:
```
10
Properties=species:S:1:pos:R:3:forces:R:3:lowdin_charge:R:1
C -0.724390 -1.515365 -1.290461 -0.628 0.282 2.128 -1.098
C 0.514702 1.452537 0.322690 -1.237 2.904 -0.607 -0.275
N 0.588608 0.467690 1.228805 0.285 -2.666 1.550 -0.368
O 1.428344 -0.441936 0.956592 0.008 1.694 0.575 -0.071
O -0.232028 0.380035 2.173975 0.872 0.603 -1.233 0.040
F 1.457261 1.734731 -0.528003 -0.388 -0.391 0.511 0.216
F -0.286470 2.490237 0.594098 1.121 -1.434 -0.467 0.177
Cl -0.224272 -2.098630 0.208626 -0.873 -0.658 -0.817 0.731
Br -2.361733 -0.733513 -1.547838 -0.366 0.136 0.055 0.684
H -0.160022 -1.735787 -2.118483 1.205 -0.472 -1.695 -0.036
```
Forces are in eV/Å.

Computed properties:
**E_LUMO (spin up / spin down)**: -0.6 / -2.4 eV
**Net charge**: 0



| no. | E (hartree) |
| --- | --- |
| 1 | -932.3065 |
| 2 | -630.2904 |
| 3 | -307.3114 |
| 4 | -554.6556 |
| 5 | -554.6660 |
| 6 | -554.1290 |
| 7 | -5399.7908 |
| 8 | -8284.2644 |
| 9 | -10537.0224 |
| 10 | -3515.7225 |